<one>
The following is a quantum chemistry calculation of a single C3H8N2O molecule, from the OMol25 dataset.

Properties
HOMO level, eV: -8.9
Net charge: 0
HOMO-LUMO gap, eV: 9.877
SMILES string: CN(C)C(N)=O
E_LUMO, eV: 0.93
Molar mass, g/mol: 88.1

Geometry (Å):
C  -1.25  -1.01  0.41
N  -0.23  0.00  0.18
C  -0.65  1.26  -0.40
C  0.99  -0.50  -0.34
O  1.06  -1.43  -1.11
N  2.05  0.22  0.18
H  -0.76  -1.89  0.84
H  -1.93  -0.61  1.17
H  -1.82  -1.33  -0.47
H  -0.69  1.25  -1.51
H  -1.65  1.46  -0.02
H  0.01  2.07  -0.09
H  2.98  -0.18  0.11
H  1.89  0.69  1.06

natural (NBO) population analysis, charges in e, atoms 1 to 2: number 1, C, carries -0.40; number 2, N, carries -0.52

---

<two>
The following is a quantum chemistry calculation of a single C3H8N2O molecule, from the OMol25 dataset.

Properties
HOMO level, eV: -9.3
Net charge: 0
HOMO-LUMO gap, eV: 10.151
SMILES string: NCCNC=O
E_LUMO, eV: 0.85
Molar mass, g/mol: 88.1

Geometry (Å):
C  -1.64  0.28  1.01
N  -1.27  -0.53  -0.10
C  -0.30  -0.03  -1.04
C  1.18  -0.04  -0.59
N  1.32  0.35  0.85
O  -2.45  -0.08  1.85
H  -0.79  1.09  1.17
H  -1.80  -1.32  -0.36
H  -0.52  -0.76  -1.93
H  -0.60  0.97  -1.38
H  1.67  0.73  -1.14
H  1.77  -0.94  -0.69
H  2.27  0.72  0.99
H  1.16  -0.43  1.36

natural (NBO) population analysis, charges in e, atoms 1 to 2: number 1, C, carries 0.51; number 2, N, carries -0.65

---

<three>
The following is a quantum chemistry calculation of a single C3H8N2O molecule, from the OMol25 dataset.

Properties
HOMO level, eV: -9.3
Net charge: 0
HOMO-LUMO gap, eV: 10.295
SMILES string: NCCNC=O
E_LUMO, eV: 0.96
Molar mass, g/mol: 88.1

Geometry (Å):
C  -0.60  1.35  -0.89
N  -0.16  0.06  -1.04
C  0.70  -0.59  -0.05
C  -0.02  -0.87  1.25
N  0.76  -1.70  2.12
O  -0.86  2.11  -1.78
H  -0.75  1.59  0.17
H  0.14  -0.11  -2.00
H  0.96  -1.57  -0.46
H  1.66  -0.07  0.05
H  -0.97  -1.33  1.00
H  -0.33  0.06  1.75
H  1.51  -1.25  2.52
H  0.35  -2.43  2.67

natural (NBO) population analysis, charges in e, atoms 1 to 2: number 1, C, carries 0.54; number 2, N, carries -0.63

---

<four>
The following is a quantum chemistry calculation of a molecular structure, C3H8N2O, from the OMol25 dataset.

Properties
HOMO level, eV: -9.6
Net charge: 0
HOMO-LUMO gap, eV: 9.727
E_LUMO, eV: 0.14
Molar mass, g/mol: 88.1

Geometry (Å):
C  -1.78  -0.44  -0.64
C  -1.03  -0.04  0.62
O  -0.88  1.22  0.88
H  0.24  -0.47  0.35
H  -1.60  -1.49  -0.88
H  -2.85  -0.29  -0.48
H  -1.47  0.18  -1.48
N  1.44  1.17  0.12
C  1.50  -0.12  0.06
N  2.11  -1.16  -0.27
H  2.25  1.67  0.45
H  0.29  1.47  0.51
H  3.01  -1.00  -0.73
H  -1.22  -0.70  1.48

natural (NBO) population analysis, charges in e, atoms 1 to 2: number 1, C, carries -0.67; number 2, C, carries 0.23

---

Stability check: which of them is least stable? <four>.

---

<one>
The following is a quantum chemistry calculation of 2 unconnected molecules or ions with the total composition C3H8N2O, from the OMol25 dataset.

Properties
HOMO level, eV: -9.4
Net charge: 0
HOMO-LUMO gap, eV: 10.300
SMILES string: [H]/N=C/N.CC=O
E_LUMO, eV: 0.93
Molar mass, g/mol: 88.1

Geometry (Å):
O  0.83  0.89  -1.11
C  0.74  -0.22  -1.57
C  -0.58  -0.84  -1.86
H  1.63  -0.78  -1.81
H  -1.20  -1.24  -1.01
H  -0.35  -1.99  -2.27
H  -1.26  -0.29  -2.54
N  -0.82  1.13  1.27
C  0.16  0.25  1.76
N  -0.13  -1.01  1.68
H  -0.57  1.73  0.37
H  -1.62  0.54  0.97
H  0.92  0.66  2.42
H  0.54  -1.69  2.14

natural (NBO) population analysis, charges in e, atoms 1 to 2: number 1, O, carries -0.54; number 2, C, carries 0.44

---

<two>
The following is a quantum chemistry calculation of 2 unconnected molecules or ions with the total composition C3H8N2O, from the OMol25 dataset.

Properties
HOMO level, eV: -9.0
Net charge: 0
HOMO-LUMO gap, eV: 9.988
SMILES string: [H]/N=C/N.CC=O
E_LUMO, eV: 0.95
Molar mass, g/mol: 88.1

Geometry (Å):
O  -0.57  -1.39  -0.14
C  -1.75  -1.25  0.09
C  -2.57  -0.20  -0.59
H  -2.24  -2.00  0.71
H  -2.26  -0.14  -1.60
H  -2.33  0.80  -0.21
H  -3.63  -0.42  -0.62
N  1.22  1.08  0.49
C  2.55  0.73  0.37
N  2.91  -0.48  0.29
H  0.94  1.90  0.00
H  0.57  0.31  0.57
H  3.24  1.57  0.41
H  3.93  -0.51  0.24

natural (NBO) population analysis, charges in e, atoms 1 to 2: number 1, O, carries -0.52; number 2, C, carries 0.44

---

<three>
The following is a quantum chemistry calculation of a single C3H8N2O molecule, from the OMol25 dataset.

Properties
HOMO level, eV: -9.3
Net charge: 0
HOMO-LUMO gap, eV: 10.175
SMILES string: CCNC(N)=O
E_LUMO, eV: 0.87
Molar mass, g/mol: 88.1

Geometry (Å):
C  -0.24  0.77  -0.43
N  0.81  -0.06  0.16
C  1.03  -1.42  -0.05
N  -0.07  -2.20  -0.34
O  2.13  -1.92  0.04
C  -0.75  1.83  0.55
H  0.17  1.27  -1.30
H  -0.98  0.11  -0.89
H  1.19  0.25  1.03
H  0.15  -3.13  -0.64
H  -0.95  -1.81  -0.61
H  -1.82  1.86  0.74
H  -0.28  1.65  1.51
H  -0.40  2.80  0.22

natural (NBO) population analysis, charges in e, atoms 1 to 2: number 1, C, carries -0.21; number 2, N, carries -0.67

---

Stability check: which of them is least stable? <one>.

---

<one>
The following is a quantum chemistry calculation of 2 unconnected molecules or ions with the total composition C6H16, from the OMol25 dataset.

Properties
HOMO level, eV: -10.7
Net charge: 0
HOMO-LUMO gap, eV: 11.760
SMILES string: CC(C)C.CC
E_LUMO, eV: 1.08
Molar mass, g/mol: 88.2

Geometry (Å):
C  0.82  -1.01  -0.34
C  1.14  -1.34  1.08
C  1.81  -1.67  -1.36
C  -0.65  -1.31  -0.89
H  0.94  0.09  -0.36
H  0.99  -2.41  1.09
H  2.71  -2.26  -1.01
H  1.18  -2.30  -2.08
H  2.08  -0.91  -2.06
H  -0.77  -2.35  -1.23
H  -1.39  -1.26  -0.13
H  0.46  -0.78  1.78
H  2.09  -1.15  1.39
H  -0.90  -0.64  -1.69
C  -0.72  2.03  1.03
C  -1.91  2.73  0.50
H  0.12  2.28  0.41
H  -0.49  2.36  1.99
H  -0.77  0.93  0.97
H  -1.71  3.81  0.21
H  -2.22  2.29  -0.45
H  -2.82  2.86  1.14

natural (NBO) population analysis, charges in e, atoms 1 to 2: number 1, C, carries -0.21; number 2, C, carries -0.60

---

<two>
The following is a quantum chemistry calculation of 2 unconnected molecules or ions with the total composition C6H16, from the OMol25 dataset.

Properties
HOMO level, eV: -10.6
Net charge: 0
HOMO-LUMO gap, eV: 11.660
SMILES string: CC(C)C.CC
E_LUMO, eV: 1.06
Molar mass, g/mol: 88.2

Geometry (Å):
C  0.75  0.97  0.67
C  2.06  1.18  1.59
C  -0.50  0.62  1.36
C  0.62  2.29  -0.13
H  1.01  0.05  -0.18
H  2.84  0.48  1.27
H  -1.51  1.32  1.35
H  -0.82  -0.29  0.84
H  -0.36  0.49  2.44
H  0.93  2.46  -1.17
H  -0.42  2.53  -0.21
H  1.72  0.92  2.60
H  2.32  2.32  1.56
H  1.07  3.14  0.45
C  -1.16  -2.39  -0.76
C  -1.31  -2.32  -2.27
H  -1.43  -3.30  -0.36
H  -0.06  -2.15  -0.62
H  -1.68  -1.58  -0.30
H  -2.29  -2.06  -2.68
H  -1.10  -3.25  -2.80
H  -0.68  -1.43  -2.64

natural (NBO) population analysis, charges in e, atoms 1 to 2: number 1, C, carries -0.21; number 2, C, carries -0.61

---

Stability check: which of them is least stable? <two>.